Entry 1:
An isolated molecule of C6H12O. Source: the OMol25 dataset; level of theory: ωB97M-V with the def2-TZVPD basis set.

Output
- Energy above the lowest of the compared OMol25 structures with the same formula, charge and spin: 127.9 kJ/mol
- SMILES: CC[C@@]1(C)C[C@H]1O
- E_tot: -311.0106 Eh
- Maximum force: 0.4 eV Å⁻¹
- HOMO: -9.612 eV
- Gap between HOMO and LUMO: 10.57 eV

Geometry as XYZ:
```
19
Properties=species:S:1:pos:R:3:forces:R:3:mulliken_charge:R:1
C -1.444664 -0.116374 1.113146 -0.11 -0.06 0.17 -1.036
H -1.110210 0.262159 2.075496 -0.02 -0.03 -0.16 0.300
H -0.090955 -1.605969 -1.739489 -0.05 0.09 0.12 0.357
H 3.025262 0.564722 -0.098540 -0.19 0.00 -0.09 0.376
H 0.112644 2.175138 0.002885 -0.21 0.09 -0.07 0.256
H -1.775797 -1.480378 -1.201860 0.17 0.04 0.04 0.406
C -0.389676 -0.384297 0.061178 0.04 -0.01 -0.01 1.334
H 1.543366 -1.242628 0.261862 -0.08 -0.04 0.11 0.379
O -0.801142 2.107219 0.296371 0.24 0.16 0.02 -0.532
C 1.970436 0.746631 -0.336743 -0.06 -0.03 -0.03 -1.224
C -0.737505 -1.547169 -0.856014 -0.01 0.00 -0.07 -1.610
H 1.789345 1.790233 -0.054422 0.08 -0.15 -0.04 0.449
C 1.092331 -0.260182 0.430998 0.11 -0.07 0.08 -0.971
H 1.851875 0.664387 -1.423332 -0.02 -0.03 0.17 0.296
H -2.317388 -0.763719 1.156184 0.15 0.08 -0.07 0.282
H -0.650055 -2.494050 -0.306322 0.08 0.16 -0.10 0.336
C -1.274022 0.835509 -0.028553 -0.20 -0.28 -0.13 0.019
H 1.191965 -0.072035 1.504869 -0.02 0.06 -0.12 0.260
H -2.021937 0.839884 -0.823786 0.12 0.01 0.18 0.324
```
Positions in Å, forces in eV/Å.

---

Entry 2:
An isolated molecule of C6H12O. Source: the OMol25 dataset; level of theory: ωB97M-V with the def2-TZVPD basis set.

Output
- Energy above the lowest of the compared OMol25 structures with the same formula, charge and spin: 120.0 kJ/mol
- SMILES: CC[C@@]1(C)C[C@H]1O
- E_tot: -311.0136 Eh
- Maximum force: 0.3 eV Å⁻¹
- HOMO: -9.353 eV
- Gap between HOMO and LUMO: 10.25 eV

Geometry as XYZ:
```
19
Properties=species:S:1:pos:R:3:forces:R:3:mulliken_charge:R:1
H -0.996816 0.670676 -2.114689 0.02 -0.08 0.17 0.441
O 2.549870 0.025598 -0.282059 0.10 -0.23 0.00 -0.555
H 1.167642 2.035306 0.616062 -0.06 -0.09 -0.11 0.295
H 2.609890 -0.927316 -0.431729 0.06 0.18 0.06 0.336
H 1.427170 0.424741 -2.008220 -0.02 0.01 0.15 0.337
H -1.287625 -0.936854 -1.436332 0.03 0.14 0.03 0.329
H -1.130550 -1.723533 2.371919 -0.03 0.09 -0.16 0.388
C 0.046739 0.311315 -0.252407 -0.05 -0.05 0.02 1.302
C -1.228249 -1.228220 1.399430 -0.06 -0.03 -0.01 -1.311
H -2.117436 -0.590972 1.435996 0.10 -0.08 0.01 0.309
H 0.898092 -1.101190 1.139735 -0.10 0.05 0.00 0.242
C 0.723438 1.663300 -0.303741 0.02 0.18 0.02 -1.197
C 1.395054 0.483425 -0.918694 -0.23 0.06 -0.24 -0.205
C 0.035737 -0.425618 1.095146 0.08 0.00 0.02 -0.202
H -1.406551 -2.005152 0.648825 0.02 0.09 0.11 0.317
C -1.139796 0.118091 -1.178353 -0.02 -0.02 -0.03 -1.740
H 0.199348 0.293241 1.904203 -0.02 -0.04 -0.07 0.310
H -2.067611 0.483271 -0.723005 0.13 -0.04 -0.06 0.337
H 0.321654 2.429891 -0.962087 0.04 -0.13 0.11 0.267
```
Positions in Å, forces in eV/Å.

---

Entry 3:
An isolated molecule of C6H12O in a non-equilibrium geometry. Source: the OMol25 dataset; level of theory: ωB97M-V with the def2-TZVPD basis set.

Output
- Energy above the lowest of the compared OMol25 structures with the same formula, charge and spin: 301.9 kJ/mol
- SMILES: COCC1(C)CC1
- E_tot: -310.9443 Eh
- Maximum force: 1.3 eV Å⁻¹
- HOMO: -8.390 eV
- Gap between HOMO and LUMO: 9.47 eV

Geometry as XYZ:
```
19
Properties=species:S:1:pos:R:3:forces:R:3:mulliken_charge:R:1
C 0.684273 0.518224 0.270834 -0.14 -1.32 -0.05 1.076
H 0.203699 -1.525908 -1.094474 -0.11 0.97 0.84 0.151
H 1.238941 -1.686166 0.341986 0.81 0.06 -0.06 0.253
H 2.267216 1.500961 1.545120 -0.40 -0.25 -0.42 0.337
C 0.853116 -0.983970 -0.378762 0.64 0.24 0.45 -0.634
H 2.615630 0.235269 -0.703567 0.33 0.48 -0.14 0.278
H -1.072275 1.294923 -0.815117 0.11 -0.08 0.06 0.343
C 1.371233 0.856243 1.611683 -0.05 -0.35 -0.06 -1.439
C -0.788750 0.799937 0.125930 -0.28 -0.31 -0.15 -0.724
C 1.556097 0.198592 -0.893433 0.67 0.23 -0.37 -0.652
H -2.153743 -0.424480 -1.735321 0.01 -0.01 0.17 0.362
C -2.305057 -0.886931 -0.746598 -0.59 0.04 -0.17 -0.832
H -1.204746 1.374438 0.964674 0.29 0.12 -0.21 0.334
O -1.360192 -0.505098 0.189961 -1.07 0.24 0.72 -0.309
H 0.706512 1.360889 2.330049 -0.04 -0.27 -0.39 0.365
H 1.233709 0.544657 -1.870232 0.19 -0.03 -0.03 0.252
H -2.257272 -1.980134 -0.868255 0.02 0.29 0.08 0.244
H -3.287395 -0.619573 -0.360195 -0.47 -0.07 -0.38 0.305
H 1.699002 -0.071873 2.085715 0.06 0.03 0.13 0.291
```
Positions in Å, forces in eV/Å.